DFT (wB97M-V/def2-TZVPD) results for a structure of composition C6H10N3O.

```
20
Properties=species:S:1:pos:R:3
C 0.00980 0.61051 -0.14046
C 3.32414 1.19001 0.02621
C 2.66857 0.04161 -0.03124
C -3.05523 0.30296 0.07375
C -0.84258 -1.53183 0.01219
C 1.23909 -0.04256 -0.07370
N -1.26110 -0.10927 -0.12031
N -3.04859 1.60987 0.08015
N 0.77775 -1.55814 0.06480
O -3.76987 -0.62619 -0.05221
H -0.19956 1.64323 -0.12756
H 4.39346 1.23985 -0.15317
H 2.70838 2.08230 0.11310
H 3.23181 -0.88066 -0.10901
H -1.32132 -1.92473 0.84911
H -1.03191 -2.19887 -0.78659
H -3.78590 2.29727 -0.00228
H -2.10336 1.90092 0.22492
H 0.90894 -2.05088 0.92567
H 1.15749 -1.99541 -0.77336
```

Summary:
Total charge: +1
Energy relative to the best compared isomer or geometry (same formula, charge and spin) in kJ/mol: 458.42
Orbital gap in eV: 8.50
LUMO in eV: -3.287

---

DFT (wB97M-V/def2-TZVPD) results for the ion C4H4NO with charge -1.

```
10
Properties=species:S:1:pos:R:3
C 0.45687 0.06029 -2.20798
C 0.30258 0.10346 -0.78012
C -0.95370 -0.28753 -1.60369
C 0.18927 0.22803 1.87837
N 0.74909 0.40337 0.59619
O 1.96530 0.80848 0.67436
H -1.83398 0.34724 -1.64485
H -1.18915 -1.37033 -1.50457
H -0.57671 -0.43385 1.99334
H 0.89044 0.14084 2.59896
```

Summary:
Total charge: -1
Energy relative to the best compared isomer or geometry (same formula, charge and spin) in kJ/mol: 296.97
Orbital gap in eV: 7.51
LUMO in eV: 4.137

---

DFT (wB97M-V/def2-TZVPD) results for the molecule C5H10ClN2OP.

```
20
Properties=species:S:1:pos:R:3
C -1.46749 -0.47211 -1.28086
C 1.26415 0.96744 0.85611
C 0.69966 1.16407 -1.52315
C -1.62837 0.24952 1.03200
C -0.75695 -0.33985 -0.04078
N -2.23689 -0.57839 -2.09997
N 0.51730 0.39232 -0.34049
O -0.35066 -1.68764 0.32488
P 1.18873 -2.17481 0.37729
Cl -2.18514 1.87925 0.60131
H 1.21630 0.17980 1.63919
H 2.31896 1.05607 0.37215
H 0.89276 1.88305 1.22002
H -0.37220 1.32672 -1.95733
H 1.10830 2.19462 -1.24438
H 1.33669 0.68064 -2.24947
H -1.04294 0.21715 2.02943
H -2.50232 -0.38774 1.02721
H 1.11864 -3.47232 -0.23965
H 0.88148 -3.07780 1.49649
```

Summary:
Total charge: 0
Energy relative to the best compared isomer or geometry (same formula, charge and spin) in kJ/mol: 255.27
Orbital gap in eV: 9.81
LUMO in eV: 0.683

---

DFT (wB97M-V/def2-TZVPD) results for a structure of composition C44H46Cl2F3IN4O3PSSbYb.

```
107
Properties=species:S:1:pos:R:3
Yb -21.07950 2.18244 7.50375
N -20.64316 3.67951 11.56813
N -21.08151 4.93838 11.08602
C -21.00105 5.39322 9.83931
N -21.54567 6.57929 9.64173
S -20.15896 4.63356 8.55506
H -19.62614 3.56651 11.33999
H -21.14000 2.94981 11.07379
H -21.49338 5.52740 11.77670
H -21.99602 7.08308 10.36938
H -21.48775 7.02425 8.71773
Cl -15.46501 -1.54338 10.35782
C -16.89933 -0.58195 10.14087
C -17.78512 -0.39032 11.16716
C -19.00939 0.29410 11.00508
I -20.32311 0.47261 12.65278
C -19.42799 0.73961 9.73925
O -20.61231 1.26907 9.40615
C -18.50564 0.54804 8.68024
N -18.89546 1.03938 7.46596
C -18.14351 0.76530 6.38549
C -16.92434 0.09151 6.47918
C -16.51068 -0.35984 7.69838
C -17.27943 -0.13521 8.82972
H -17.49921 -0.86954 12.10343
H -18.56245 1.09709 5.41587
H -16.38062 -0.13818 5.57204
H -15.60207 -0.94824 7.80071
Cl -23.05520 -3.55761 3.00288
C -22.59121 -2.05824 3.69197
C -21.55127 -1.38397 3.06912
C -20.96886 -0.28520 3.66511
C -21.42917 0.18298 4.92816
O -20.93018 1.22318 5.46625
C -22.63140 -0.46017 5.43873
C -23.27867 -0.00780 6.63820
O -22.94817 0.96572 7.32766
C -23.16783 -1.61366 4.84506
H -21.23120 -1.70197 2.09252
H -20.10445 0.24437 3.25958
H -24.15905 -0.56268 6.96856
H -23.95609 -2.16094 5.37428
F -26.32681 4.66021 14.99426
C -25.90735 4.30831 13.77617
C -24.55503 4.34627 13.49961
C -24.11986 3.92116 12.27699
C -25.05172 3.52779 11.26595
C -26.41314 3.64480 11.50472
C -26.81134 3.97204 12.80719
Sb -24.27114 2.70701 9.44023
C -24.77114 0.71443 9.84013
C -26.08051 0.35327 10.04502
C -26.40585 -0.97191 10.33951
C -25.42802 -1.94003 10.33352
F -25.80199 -3.20854 10.61495
C -24.11720 -1.61850 10.03090
C -23.79142 -0.28890 9.83444
C -25.84606 3.12883 8.07214
C -26.09378 4.46622 7.77043
C -26.92791 4.76422 6.70091
C -27.42130 3.75076 5.90903
F -28.16617 4.09269 4.83364
C -27.14730 2.42294 6.16297
C -26.38312 2.13133 7.26202
H -23.82632 4.61394 14.24412
H -23.07067 3.79890 12.11603
H -27.18539 3.41112 10.75608
H -27.84583 4.01360 13.05304
H -26.82573 1.09103 9.92531
H -27.42015 -1.27822 10.53681
H -23.36596 -2.38933 10.13819
H -22.74580 -0.07827 9.73367
H -25.66595 5.31598 8.26233
H -27.21437 5.79378 6.42258
H -27.60137 1.67840 5.52536
H -26.08975 1.07118 7.44910
C -23.25974 5.78599 6.71942
C -22.12689 5.80719 5.71157
C -22.28972 6.94572 4.74396
P -21.72288 4.08917 5.21581
C -20.09811 4.09069 4.28463
C -18.93539 4.03009 5.33792
C -19.79470 5.21409 3.26383
C -22.93994 3.51387 3.96948
C -22.87709 4.14818 2.63278
C -24.37797 3.46649 4.46176
H -23.25846 6.71364 7.24136
H -23.04865 4.98275 7.44414
H -24.22248 5.51691 6.29728
H -21.21946 5.95400 6.33193
H -23.22152 6.86303 4.16263
H -21.49836 7.00258 4.03192
H -22.32811 7.88363 5.26821
H -20.17081 3.12332 3.74589
H -18.99370 4.88054 6.05026
H -17.93304 4.05767 4.87232
H -19.11122 3.15468 5.92322
H -19.65611 6.11432 3.79969
H -20.64135 5.33812 2.57239
H -18.86839 5.01816 2.71761
H -22.62400 2.47744 3.88599
H -22.93406 5.22282 2.69960
H -23.69392 3.85260 2.03306
H -21.94503 3.87717 2.10054
H -24.85914 4.42124 4.46509
H -24.42690 3.01946 5.44921
H -24.96346 2.90331 3.76771
```

Summary:
Total charge: +1
2S+1: 2
Energy relative to the best compared isomer or geometry (same formula, charge and spin) in kJ/mol: 52.11
Orbital gap (alpha / beta) in eV: 7.27 / 7.24
LUMO (alpha / beta) in eV: -2.994 / -3.022

---

DFT (wB97M-V/def2-TZVPD) results for the molecule C19H29N3O3S.

```
55
Properties=species:S:1:pos:R:3
C -5.47287 -3.48735 -0.95702
H -5.82812 -4.48316 -1.06079
H -5.57980 -2.89894 -2.01166
H -4.39044 -3.63843 -0.98263
C -6.03841 -2.84200 -0.02265
C -5.48676 -1.38988 0.20210
C -6.09832 -0.36786 -0.36564
C -5.42541 1.02461 -0.67230
C -4.26294 1.24040 0.02770
C -3.58933 0.10803 0.79774
C -4.29005 -0.88921 0.83620
H -3.87378 -1.80704 1.25459
H -2.67845 0.13153 1.22464
C -3.49939 2.64243 0.13989
N -2.19448 2.42781 -0.57749
C -1.14298 2.48927 0.44135
O -1.06087 2.67209 1.53869
C 0.17263 2.10017 -0.34605
C 1.52072 2.97454 0.11837
C 2.67154 2.43689 -0.36729
N 2.77336 0.94726 -0.42553
S 4.18956 0.42173 -0.60102
O 5.30454 1.32117 -0.17946
O 4.29677 0.05314 -1.97792
N 4.19432 -0.94047 -0.14794
C 4.50614 -0.89103 1.50477
H 4.07777 -0.10811 1.78790
H 3.89578 -1.51397 2.02875
C 5.85082 -1.13175 1.80739
H 6.46083 -0.20390 1.49529
H 6.20916 -1.25293 2.66552
C 6.24019 -2.22201 0.55815
H 6.32846 -3.13221 1.19094
H 7.21420 -2.15008 0.19133
C 5.08947 -2.21452 -0.34034
H 5.49587 -1.69938 -1.31446
H 4.60645 -3.09079 -0.54879
C 1.73035 0.25389 -0.69507
C 0.39588 0.68144 -0.29140
H 0.33031 0.49867 0.84452
H -0.32957 0.02053 -0.61951
H 1.56731 0.51472 -1.80227
H 1.83649 -0.87088 -0.79031
H 2.64807 2.52544 -1.52382
H 3.47621 2.89205 -0.08846
H 1.60306 2.58492 1.23758
H 1.40025 3.83720 0.09961
H 0.24884 2.27832 -1.44600
H -2.08514 2.19188 -1.49778
H -4.22877 3.34292 -0.43247
H -3.36767 2.98436 1.07245
H -5.84512 1.86251 -1.13708
H -6.75481 -0.32695 -1.15492
H -5.78191 -3.26983 1.16321
H -7.02996 -2.63724 0.14939
```

Summary:
Total charge: 0
Energy relative to the best compared isomer or geometry (same formula, charge and spin) in kJ/mol: 1806.87
Orbital gap in eV: 9.45
LUMO in eV: 0.611

---

| no. | E (eV) |
| --- | --- |
| 1 | -12891.8904 |
| 2 | -7743.4692 |
| 3 | -32183.4736 |
| 4 | -157964.9672 |
| 5 | -41604.0117 |